217
Properties=species:S:1:pos:R:3:forces:R:3:lowdin_charge:R:1 method="wB97M-V/def2-TZVPD" lumo_ha=-0.280 energy_ha=-7471.24091 total_charge=+3
C 28.038499 16.726274 16.627084 1.0312 -1.2276 0.3602 0.02
C 27.467198 15.710132 15.611182 -1.1512 1.9891 2.6029 -0.45
O 27.850717 14.624767 15.403411 0.7980 -1.4296 -0.5565 0.17
N 26.183024 16.133928 15.018115 -0.2295 0.8142 -0.9735 0.01
H 25.897197 15.364705 14.389694 0.2142 0.4780 0.1133 0.16
H 25.294500 16.161981 15.770468 0.6240 0.5294 -0.1563 -0.07
C 26.369831 17.443213 14.173251 -1.6782 -1.5698 -0.0013 0.04
H 27.934426 16.412972 17.714094 -0.1375 -0.2253 -1.4872 0.12
H 27.606977 17.722450 16.616637 0.1749 -0.0368 -0.4273 0.05
H 29.134099 16.679295 16.418558 -0.7179 0.5872 0.2720 0.11
H 27.124604 18.111690 14.537347 0.6827 -0.2945 0.2273 0.08
H 25.433772 17.988955 14.227985 -0.2659 -0.1023 -0.0500 0.08
H 26.511839 17.084392 13.148872 0.2957 0.4691 0.2490 0.10
C 25.229915 19.943697 17.334266 0.0770 -1.5286 -1.5903 0.02
C 25.385128 18.942269 18.448476 0.9005 0.6797 0.0152 -0.43
O 26.303453 18.259476 18.777010 -0.4739 0.2146 -0.4663 0.14
N 24.190538 19.021380 19.315126 -0.1712 0.5922 0.8208 0.07
H 24.163469 19.989479 19.682858 0.0992 -0.4340 -0.0130 0.18
H 23.410819 19.042186 18.624800 -0.9216 -0.4534 -0.0489 0.08
C 24.073752 18.010697 20.415668 -0.4796 -0.0109 -1.5367 0.04
H 25.068255 20.935361 17.694242 -0.1679 0.7015 0.5014 0.09
H 24.336095 19.681892 16.691914 0.8722 0.1876 0.7568 0.09
H 26.129275 19.945656 16.704621 -0.2135 -0.0260 0.2669 0.10
H 23.579039 17.155067 19.965619 0.2046 -0.2228 0.1705 0.09
H 23.486184 18.410909 21.196302 -0.7494 0.5202 0.7059 0.09
H 25.041676 17.792445 20.788922 0.8749 -0.3325 0.1242 0.09
C 21.148136 11.502157 10.121074 1.5622 1.6089 -0.7329 0.04
C 20.267604 12.287820 9.124135 -0.5135 -0.0527 0.7251 -0.30
O 19.087858 12.151985 9.060917 1.0470 0.0595 -0.3706 0.17
N 20.770176 13.568373 8.293403 0.6053 -1.2713 0.8753 0.10
H 19.936383 13.719022 7.731551 -0.1078 0.5139 0.0280 0.17
H 20.866719 14.286938 9.037644 -0.2153 0.5461 -0.1734 0.11
C 22.007160 13.579807 7.420095 -1.2976 -1.3494 -0.4917 0.01
H 22.273585 11.736812 10.096651 -1.7818 -0.3031 -0.1991 0.11
H 20.978487 10.445635 9.977218 -0.0764 -0.2234 -0.1246 0.09
H 20.768105 11.790562 11.106510 0.0223 -0.0878 -0.1100 0.09
H 21.805993 12.934714 6.551305 0.3193 -0.4569 0.6937 0.11
H 22.885979 13.334031 8.001186 -0.0338 -0.0246 -0.1999 0.09
H 22.038449 14.521475 6.937685 0.3803 1.3162 0.1716 0.09
C 21.286038 21.353789 11.088649 -1.6455 -0.1608 0.5791 0.01
C 21.562870 20.993094 12.587277 -1.9221 0.0652 -0.6680 -0.36
C 22.847430 20.273437 12.760153 1.5202 -0.0145 0.6427 -0.14
C 24.102392 21.155599 12.611279 -1.0031 0.7011 -1.5565 -0.15
C 24.109792 22.286093 13.636594 1.6729 -1.1913 -0.4751 -0.14
C 22.937245 23.202606 13.480364 -0.1215 -0.4746 -1.4512 -0.48
N 21.664752 22.364128 13.337361 -2.5663 -1.7944 0.5793 0.04
O 20.591799 22.693167 13.744736 1.7925 1.0830 0.0891 0.23
C 22.885846 24.063628 12.221937 -0.2975 0.3680 0.6592 0.02
C 22.928617 24.110606 14.625773 -0.7504 1.5340 0.1254 -0.01
C 20.293135 20.079288 13.162640 3.7340 1.0721 -0.5803 0.06
H 21.045892 20.367882 10.619649 0.5058 0.8148 0.0857 0.08
H 22.129329 21.863622 10.612885 -0.3471 -0.2935 -0.0470 0.07
H 20.317098 21.963178 11.020028 1.4990 -0.6116 0.0438 0.13
H 22.851401 19.387849 12.117552 0.0319 0.1485 0.1344 0.11
H 22.972962 19.976732 13.810997 -0.5805 -0.5324 -0.1022 0.12
H 24.185617 21.721146 11.645567 -0.4094 -0.8131 0.3380 0.13
H 24.943799 20.488652 12.559349 0.6809 -0.0285 0.6141 0.10
H 25.004115 22.858561 13.347416 -0.2497 0.2347 0.5586 0.14
H 24.214991 21.967936 14.691177 -0.1763 -0.0104 -0.5410 0.12
H 23.676964 24.784536 12.245348 0.4916 0.4356 0.2455 0.11
H 21.950146 24.570280 12.326094 -0.5554 0.7896 -0.2470 0.10
H 22.888394 23.638523 11.265269 0.1544 -1.1216 -1.1440 0.06
H 22.136328 24.878910 14.540103 0.5873 -0.3054 0.3452 0.12
H 23.932259 24.539108 14.674845 -0.2632 0.3431 -0.1264 0.12
H 22.837500 23.513055 15.476184 -0.5231 -0.6290 1.7806 0.06
H 19.305370 20.347311 12.867372 -0.6055 0.9542 0.4640 0.09
H 20.591707 19.896769 14.201183 -1.0167 0.1775 -0.0628 0.06
H 20.468965 19.179755 12.605299 0.3198 -0.7654 -0.2273 0.06
C 18.977770 18.492322 23.520849 -2.2170 -0.7935 -0.3248 0.04
C 17.553583 19.032334 24.024440 0.7375 0.3767 1.3063 -0.45
C 17.069571 20.457805 23.642005 -0.1124 -0.9673 -1.3510 -0.09
C 16.918593 20.599326 22.092985 0.1978 -1.1681 1.2647 -0.12
C 15.824478 19.645536 21.587604 0.2173 -1.2450 0.4621 -0.08
C 16.097643 18.118688 21.881853 0.4826 0.2343 1.5572 -0.34
N 16.695221 18.026379 23.453380 -4.5473 -3.0644 2.2302 0.02
O 16.219895 17.113819 24.177442 2.3925 3.6128 -2.9301 0.18
C 17.242878 17.457609 21.148502 0.5215 -0.1629 -1.2803 -0.03
C 14.819806 17.282899 21.864660 0.5563 0.5338 -0.8205 -0.01
C 17.597414 18.982395 25.574126 -1.3204 -0.2431 -0.4141 -0.01
H 19.607472 19.075985 24.127304 1.5476 0.7875 -0.0255 0.08
H 19.080215 18.398024 22.415222 0.4207 0.7634 1.2736 0.07
H 18.980368 17.470739 23.929727 0.3541 0.2124 -0.1696 0.10
H 17.802120 21.115762 24.054767 0.8326 0.5275 -0.0802 0.12
H 16.185723 20.717663 24.232274 -0.3036 -0.3722 -0.3606 0.14
H 17.867427 20.200485 21.717963 0.0579 0.7585 -0.3975 0.10
H 16.772477 21.653972 21.886254 -0.0776 -0.0962 -0.5811 0.12
H 15.653448 19.558163 20.510526 0.1151 0.6975 -0.0805 0.12
H 14.872524 19.890385 22.048473 -0.2362 0.0457 -0.0176 0.13
H 16.896333 17.235263 20.120331 -0.1782 -0.4843 0.5985 0.09
H 17.577036 16.550043 21.709592 -0.3382 0.5274 -0.8252 0.12
H 18.116476 18.095052 20.925450 -0.4611 -0.0560 0.4308 0.07
H 14.298745 17.627425 20.967677 -0.1053 0.1200 0.0652 0.07
H 14.214195 17.491301 22.726019 -0.3452 -0.0298 0.3730 0.09
H 14.950177 16.219288 21.679449 0.3273 -0.0164 0.4034 0.10
H 18.117221 19.816052 25.998113 0.8125 0.5157 -0.2399 0.09
H 18.043493 18.072445 25.891476 0.4047 -0.7553 0.5051 0.08
H 16.618648 19.073748 26.073747 0.0339 -0.3304 -0.6280 0.11
C 19.910015 14.600476 13.764861 -0.8421 -1.9444 -2.2166 0.01
C 21.132990 15.064981 14.476325 -0.0773 0.7197 0.3932 -0.46
C 21.156574 16.600143 14.736146 -1.2906 0.3535 -0.8664 -0.10
C 19.962839 17.202675 15.539444 2.0602 -4.4432 0.6490 -0.09
C 20.111473 16.500169 16.950846 0.0697 1.0197 -0.1332 -0.08
C 20.176192 14.920861 16.948505 -0.4533 1.2001 -0.2827 -0.42
N 21.056930 14.486889 15.812023 4.6603 -2.9470 2.8129 0.04
O 21.952567 13.687745 16.144378 -3.0209 2.3944 -1.5140 0.12
C 18.790940 14.443841 16.632105 -1.1130 -1.1856 1.4144 -0.02
C 20.720650 14.319425 18.256135 -0.4834 0.5459 -0.7427 0.00
C 22.397678 14.616364 13.749014 -1.1988 -1.3136 -0.2464 0.00
H 19.970938 14.892869 12.688333 0.1621 -0.0838 0.7373 0.11
H 18.957548 14.955557 14.111130 -0.1345 0.2562 0.3132 0.07
H 19.862741 13.456715 13.776153 0.0817 1.4220 0.0423 0.13
H 21.147062 16.934850 13.688870 0.4560 0.5325 0.4213 0.11
H 22.026747 16.858488 15.310652 0.7301 0.1162 -0.4189 0.02
H 19.078790 16.863353 15.063140 -1.2203 0.2904 -0.3181 0.09
H 20.081232 18.234500 15.559149 -0.1843 1.6834 0.3946 0.05
H 19.307004 16.839526 17.595005 -0.6517 -0.5318 0.0578 0.11
H 20.954438 16.925561 17.487897 0.6443 -0.1595 -0.3589 0.08
H 18.272282 15.105670 15.960123 -0.1275 -0.2535 -0.5671 0.07
H 18.211877 14.553546 17.579610 0.4155 -0.2158 -0.5281 0.12
H 18.836044 13.360137 16.397855 -0.4703 0.6618 -0.2530 0.09
H 20.832139 13.227637 18.258200 -0.3395 0.3453 -0.1902 0.08
H 20.008805 14.657559 19.017238 0.3217 -0.1499 0.0540 0.10
H 21.684892 14.779160 18.371339 0.5839 0.1002 0.5867 0.05
H 23.239206 14.822077 14.358721 0.9943 0.5244 0.3541 0.04
H 22.392264 15.100017 12.776936 0.2452 0.2876 0.1124 0.07
H 22.400783 13.518276 13.574632 -0.1959 0.5597 0.1853 0.10
C 24.666509 11.622325 15.805747 1.1682 -0.8969 1.2641 0.00
C 24.994897 10.823045 17.097603 1.4418 -0.8476 -1.1334 -0.36
C 26.530358 11.105679 17.630883 -1.9563 0.4476 -1.9273 -0.08
C 26.711651 10.476160 18.976983 0.4366 -2.7694 -1.3445 -0.19
C 25.793060 11.101404 19.952829 -0.5710 1.5166 -0.9036 -0.10
C 24.281596 10.880807 19.613883 -0.5778 -0.7265 0.7842 -0.41
N 24.137537 11.367999 18.199375 0.5507 2.1813 0.6003 -0.01
O 23.645700 12.458801 18.089075 0.2796 -1.4774 -0.5193 0.16
C 23.365207 11.692502 20.571732 -0.4340 -1.6924 -0.1274 0.00
C 23.763656 9.451117 19.572546 -0.8860 -0.5288 1.8702 -0.01
C 24.925191 9.272696 16.746244 0.0960 0.6090 -0.1425 -0.01
H 23.729745 11.249689 15.455350 -0.8629 0.2890 -0.3032 0.07
H 25.416643 11.440332 15.036082 0.1165 -0.2003 0.2110 0.10
H 24.698612 12.657332 16.074859 -0.4327 0.7494 -0.2966 0.06
H 26.660501 12.190185 17.614077 0.0697 0.1269 0.2948 0.12
H 27.055216 10.746596 16.720858 0.2588 -0.2127 1.0574 0.14
H 27.765371 10.444750 19.251174 -0.0648 0.2785 0.3163 0.14
H 26.416855 9.400279 18.826661 0.6005 0.7705 0.4758 0.12
H 25.947405 12.173459 19.704739 -0.1387 -0.0547 1.2421 0.13
H 26.012552 10.846648 20.980800 -0.2251 0.0979 0.2192 0.14
H 22.326306 11.755324 20.207785 0.5043 0.0204 -0.1469 0.10
H 23.722931 12.652030 20.826782 0.4973 1.1566 0.0139 0.07
H 23.290699 11.114013 21.513376 0.2474 0.1826 -0.4808 0.11
H 24.153760 8.840912 18.787676 0.0475 -0.1898 -0.1022 0.04
H 22.673022 9.552227 19.439978 0.4672 -0.4068 -0.1179 0.09
H 23.912203 8.916353 20.556150 0.0893 0.7319 -0.9544 0.13
H 25.558720 9.116928 15.842123 -0.6158 0.4794 0.4089 0.11
H 23.860374 9.093381 16.508496 0.6988 -0.5225 0.2465 0.07
H 25.392907 8.572672 17.479600 -0.8031 0.7030 -0.5113 0.09
C 11.325945 11.558164 13.758417 0.2837 -0.4320 -1.1865 -0.01
C 11.919578 12.902080 14.015526 0.3290 1.3292 0.4845 -0.40
C 10.991358 13.907207 14.805305 0.2191 -0.4639 -1.1710 -0.12
C 10.907267 13.689019 16.296321 1.0235 0.4352 0.4751 -0.15
C 12.333136 13.963234 16.778363 -0.8047 0.2903 1.9282 -0.15
C 13.424220 12.948237 16.454443 -2.2569 1.3986 -0.0474 -0.47
N 13.145825 12.565380 14.972904 6.0062 -2.3054 -3.4247 0.11
O 14.146322 11.963770 14.413075 -5.4731 2.9907 2.5720 0.17
C 13.294710 11.649119 17.159191 -1.0865 -1.2253 -0.5456 0.01
C 14.762730 13.542500 16.613011 1.4063 0.8804 -0.1025 -0.02
C 12.480974 13.530446 12.696893 -1.1555 -0.6397 0.3283 0.01
H 10.427976 11.599737 13.121739 0.3520 0.2529 0.3060 0.13
H 11.084017 11.152186 14.701611 -0.5521 -1.0284 0.8979 0.07
H 12.095349 10.964552 13.233449 -0.5254 -0.0806 0.3590 0.11
H 10.032280 13.962778 14.284859 -0.0025 -0.3867 -0.0087 0.13
H 11.439603 14.882674 14.641506 0.0145 0.2834 0.0865 0.12
H 10.529828 12.730447 16.658272 -0.2572 0.0515 -0.3084 0.12
H 10.381365 14.523129 16.791421 -0.4585 -0.5984 -0.4929 0.14
H 12.296132 14.098019 17.881305 0.3312 -0.4351 -0.4483 0.15
H 12.502571 14.995490 16.481792 0.8921 -0.2159 -0.3639 0.09
H 12.330438 11.209030 16.985703 -0.8087 -0.1868 -0.2422 0.09
H 13.334385 11.663050 18.226912 0.7370 0.4708 0.6115 0.11
H 13.964910 10.972087 16.669934 0.8124 -0.5820 0.3905 0.09
H 14.921907 14.043519 17.589900 -0.7342 -0.3339 -0.3325 0.10
H 14.865296 14.358070 15.888307 0.4193 -0.1929 -0.0033 0.11
H 15.524277 12.775000 16.540269 0.3333 0.0505 -0.4023 0.09
H 13.349823 14.146066 12.881752 0.0275 0.3071 -0.1524 0.09
H 11.623212 14.094497 12.295740 0.4898 0.2709 0.2592 0.11
H 12.659332 12.781496 11.912623 0.3775 0.0274 0.5601 0.09
Cl 23.828194 16.325342 16.823181 0.7272 -0.0121 0.1092 0.10
C 21.091596 9.826586 14.695166 -0.5876 -0.8551 0.4242 -0.60
F 19.980994 9.336830 14.089841 0.7743 0.7636 0.1159 0.11
F 22.069802 8.916136 14.454337 -0.2024 1.0243 0.0322 0.11
F 21.401684 11.028242 14.139331 0.2774 -0.8107 -0.3566 0.06
S 20.729668 10.077013 16.524713 0.2077 1.0524 -1.4055 0.51
O 22.022837 10.081243 17.198094 0.1357 -0.2125 -0.0104 -0.33
O 20.193734 11.440432 16.429358 -0.4236 -0.8291 0.5698 -0.34
O 19.875449 8.957982 16.775670 -0.1604 0.3569 0.5667 -0.26
C 15.510311 17.951469 17.036442 0.2264 -4.0725 0.5286 -0.69
F 15.371916 19.164780 16.756727 -0.4413 3.2679 -0.9979 0.22
F 15.558261 17.196587 15.898021 0.2591 0.3896 -0.0477 0.08
F 16.730595 17.791993 17.625571 -0.0924 0.0055 0.1511 0.08
S 14.132571 17.258222 18.076798 2.9680 -2.4736 1.0574 0.44
O 13.937714 18.335378 18.976769 -0.7771 1.6669 1.1428 -0.30
O 13.142809 16.868388 17.156704 -2.1262 0.5127 -1.7694 -0.29
O 14.713436 16.059583 18.707765 0.3292 0.7842 -0.0326 -0.35
C 23.194513 16.615138 9.357407 -0.4816 0.2849 0.5775 -0.59
F 22.988418 17.196430 8.192758 0.6345 -0.3494 -0.6510 0.14
F 23.382708 15.247132 9.150933 0.1642 1.8815 0.5247 0.06
F 24.279462 17.165882 9.953512 -0.4124 -0.9707 -0.8429 0.11
S 21.692131 17.008953 10.405556 -0.2923 0.6527 -0.7416 0.49
O 20.871192 15.821556 10.263933 -0.3538 -1.0487 -0.2492 -0.34
O 22.314491 17.143866 11.696436 -0.0472 0.2288 0.7573 -0.34
O 21.083068 18.206632 9.837763 0.8998 -0.9771 0.5794 -0.29
C 21.430178 21.389127 18.564411 0.9561 0.8811 2.1795 -0.65
F 20.914030 20.684425 19.597943 0.0166 0.3219 -0.5627 0.12
F 20.793845 22.528572 18.437039 -0.1264 -0.2094 -0.1590 0.19
F 22.729199 21.689393 18.945701 -0.4948 -0.1961 -0.1901 0.07
S 21.496320 20.395443 17.105965 -0.7265 -0.3987 -5.0067 0.52
O 20.110892 20.232995 16.694662 1.0134 0.2222 0.9650 -0.27
O 22.308500 21.110669 16.082228 -0.7627 -0.3473 1.8911 -0.32
O 22.155780 19.162561 17.513179 0.2286 -0.1131 0.9687 -0.35